Entry from OMol25: C26H34ClF5GdN3O5 as an isolated structure at a distorted geometry (ωB97M-V/def2-TZVPD).

Its total charge is 0. As for the multiplicity: 8. The largest force on an atom comes out at 3.20 eV/A. For the orbital gap (alpha / beta), the calculation gives 6.61 / 7.81 eV. The molecular weight comes out at 756.3 u.

Each line ends with the Löwdin spin population.
Cartesian coordinates (Å):
O 0.434 -0.374 -1.897  -0.0645
C -0.452 -0.209 -2.892  -0.0021
C -0.226 1.167 -3.526  -0.0006
C 0.289 2.227 -2.771  0.0002
H 0.493 2.081 -1.707  0.0002
C 0.557 3.456 -3.386  0.0000
H 1.003 4.268 -2.798  0.0000
C 0.242 3.637 -4.742  0.0001
H 0.425 4.600 -5.224  0.0000
C -0.313 2.586 -5.488  -0.0002
H -0.579 2.715 -6.543  0.0000
C -0.523 1.346 -4.876  -0.0001
H -0.940 0.495 -5.422  0.0000
H -0.263 -0.969 -3.680  -0.0012
C -2.447 -1.890 -2.411  0.0001
C -1.994 -0.465 -2.409  -0.0019
H -3.413 -2.022 -2.925  -0.0001
H -2.571 -2.271 -1.389  0.0004
H -1.728 -2.528 -2.932  0.0000
C -2.847 0.569 -2.422  0.0023
C -4.339 0.508 -2.245  -0.0003
H -2.485 1.581 -2.622  0.0000
H -4.894 0.905 -3.113  0.0000
H -4.618 1.131 -1.386  -0.0002
H -4.700 -0.509 -2.053  0.0000
Gd -0.481 -0.677 0.437  7.1622
Cl -2.963 -0.122 0.784  -0.0695
C -1.191 -0.448 3.533  0.0011
O -0.503 -1.223 2.810  -0.0025
N -1.326 -0.548 4.850  0.0000
C -0.828 -1.694 5.600  0.0001
C -2.143 0.411 5.589  0.0000
H -1.751 0.384 3.071  0.0003
H -0.225 -2.329 4.951  0.0000
H -1.673 -2.261 6.013  0.0000
H -0.232 -1.332 6.446  0.0000
H -2.446 1.210 4.904  0.0000
H -1.565 0.837 6.420  0.0000
H -3.039 -0.077 5.998  0.0000
H 4.856 1.309 -2.064  0.0000
H 4.851 1.620 0.446  0.0000
C 3.761 1.251 -1.980  0.0000
C 3.780 1.391 0.503  0.0001
N 3.383 0.667 -0.697  0.0006
H 3.360 0.627 -2.785  0.0000
C 2.692 -0.477 -0.633  0.0016
O 2.069 -0.896 0.373  0.0015
H 3.565 0.783 1.382  0.0000
H 2.682 -1.034 -1.584  0.0000
H 3.355 2.269 -2.074  0.0000
H 3.236 2.343 0.568  0.0000
H -0.114 -6.302 0.689  0.0000
H 2.042 -6.301 -0.962  0.0000
C -0.569 -5.758 -0.150  0.0000
C 1.454 -5.626 -1.600  -0.0001
N 0.432 -4.932 -0.822  0.0002
H -1.378 -5.125 0.213  0.0000
C 0.488 -3.619 -0.635  0.0004
O -0.364 -2.973 0.045  -0.0099
H 2.119 -4.881 -2.051  0.0000
H 1.330 -3.100 -1.122  0.0001
H -0.945 -6.495 -0.865  0.0000
H 0.984 -6.224 -2.390  0.0000
F 1.037 4.725 5.331  0.0000
C 0.933 3.939 4.245  0.0000
C 0.353 4.437 3.074  -0.0001
F -0.059 5.723 3.034  -0.0001
C 0.184 3.611 1.976  -0.0010
F -0.363 4.099 0.841  -0.0001
C 0.537 2.234 2.011  -0.0010
O 0.238 1.425 1.045  -0.0166
C 1.239 1.813 3.178  0.0001
F 1.758 0.558 3.210  0.0002
C 1.387 2.621 4.288  0.0001
F 1.943 2.135 5.419  0.0000

Entry from OMol25: a 3-piece molecular cluster, C26H34ClN3S overall at a distorted geometry (ωB97M-V/def2-TZVPD).

Its total charge is 0. Its structure (SMILES) is CCCCCCc1cccc2c1Sc1ccccc1N2Cl.CCCC#N.CCCC#N. The largest force on an atom comes out at 5.34 eV/A. For the orbital gap, the calculation gives 7.13 eV. The molecular weight comes out at 456.1 u.

Each line ends with the natural charge from an NBO analysis.
Cartesian coordinates (Å):
C -6.096 1.105 1.385  -0.6342
C -6.021 0.726 -0.239  -0.4071
C -5.359 -0.782 -0.427  -0.4263
C -3.712 -0.725 -0.706  -0.4229
C -3.264 -1.579 -2.031  -0.4135
C -3.560 -3.189 -1.956  -0.4641
C -3.123 -3.919 -0.556  -0.0027
C -4.324 -4.796 0.211  -0.2296
C -3.991 -5.612 1.593  -0.2411
C -2.477 -5.508 2.207  -0.2274
C -1.223 -4.654 1.499  0.1412
C -1.599 -3.880 0.112  -0.1948
S -0.280 -2.933 -0.813  0.2974
C 1.267 -3.133 0.210  -0.1951
C 2.644 -2.414 -0.320  -0.2243
C 4.076 -2.558 0.466  -0.2212
C 4.093 -3.476 1.845  -0.2412
C 2.697 -4.154 2.381  -0.2260
C 1.230 -4.014 1.585  0.1358
N 0.077 -4.711 2.231  -0.4819
Cl -0.058 -4.425 3.928  0.1490
H -6.444 0.100 1.921  0.2039
H -6.882 1.941 1.622  0.2167
H -5.011 1.392 1.731  0.2135
H -5.398 1.581 -0.751  0.2018
H -7.109 0.790 -0.722  0.2048
H -5.563 -1.385 0.556  0.2187
H -5.919 -1.254 -1.364  0.2060
H -3.081 -0.948 0.263  0.2281
H -3.499 0.421 -0.964  0.2080
H -3.920 -1.160 -2.935  0.2115
H -2.139 -1.324 -2.339  0.2257
H -4.740 -3.314 -2.086  0.2284
H -3.093 -3.760 -2.887  0.2402
H -5.415 -4.841 -0.270  0.2386
H -4.847 -6.263 2.112  0.2456
H -2.259 -6.120 3.204  0.2428
H 2.631 -1.789 -1.310  0.2590
H 5.057 -2.061 0.046  0.2514
H 5.129 -3.617 2.411  0.2402
H 2.761 -4.800 3.364  0.2413
C 1.924 2.248 -2.386  -0.6113
C 3.258 2.555 -1.718  -0.3926
C 4.461 2.083 -2.535  -0.5140
C 4.500 0.621 -2.678  0.3097
N 4.523 -0.532 -2.797  -0.3626
H 1.772 1.171 -2.501  0.2069
H 1.100 2.637 -1.779  0.2267
H 1.865 2.712 -3.376  0.2014
H 3.275 2.099 -0.721  0.2049
H 3.335 3.640 -1.574  0.2387
H 5.379 2.417 -2.035  0.2458
H 4.449 2.555 -3.523  0.2441
C 4.599 5.644 2.195  -0.6133
C 4.796 6.739 1.155  -0.3793
C 3.485 7.223 0.536  -0.5137
C 2.806 6.169 -0.229  0.3125
N 2.267 5.332 -0.825  -0.3589
H 4.156 4.747 1.753  0.2146
H 5.562 5.360 2.630  0.2190
H 3.948 5.986 3.006  0.2057
H 5.472 6.376 0.372  0.2079
H 5.294 7.591 1.636  0.2111
H 3.700 8.066 -0.131  0.2527
H 2.820 7.603 1.321  0.2479

> What is the formula in the second record?

C26H34ClN3S